1.
The following is a quantum chemistry calculation of one molecule with the formula C6H16N2, from OMol25.

Structure (XYZ):
```
24
Properties=species:S:1:pos:R:3:forces:R:3
C -1.01842 1.05304 2.26930 0.86 -0.17 0.19
N -0.68958 -0.09309 1.42790 -0.38 0.22 -0.55
C -0.05618 0.28534 0.14335 0.19 -0.34 0.28
C 1.26962 -0.49376 -0.00721 -0.55 0.04 -0.31
C 2.16856 0.15819 -1.06604 0.28 0.06 0.43
C 1.02554 -1.98289 -0.30857 -0.13 -0.23 0.67
C -1.01307 0.09805 -1.02675 0.60 0.37 -0.41
N -1.99767 1.17346 -1.06596 -0.35 0.07 0.15
H -1.43936 0.68410 3.20344 -0.25 0.19 -0.03
H -1.64174 1.80655 1.78786 -0.32 0.05 0.04
H -0.07641 1.55244 2.52712 -0.15 -0.03 0.04
H -1.54921 -0.58117 1.19931 0.03 -0.10 0.20
H 0.19068 1.35157 0.16261 -0.03 0.03 0.10
H 1.73330 -0.41634 0.97429 0.16 0.03 0.00
H 1.60328 0.65246 -1.86257 0.11 -0.25 0.00
H 2.80474 0.91085 -0.60728 -0.04 0.29 0.04
H 2.86108 -0.57052 -1.48180 -0.07 -0.07 -0.26
H 1.29282 -2.21059 -1.34017 -0.12 -0.23 0.06
H -0.00097 -2.29525 -0.10018 -0.08 0.20 -0.30
H 1.57442 -2.62823 0.38749 0.38 0.15 -0.40
H -0.41884 0.18690 -1.94086 -0.11 -0.04 -0.04
H -1.41939 -0.91547 -1.03981 -0.21 -0.10 0.16
H -2.53040 1.16533 -1.92584 0.03 -0.08 -0.02
H -2.67281 1.10903 -0.30965 0.14 -0.06 -0.04
```
Forces are in eV/Å.

The frontier orbital gap comes out at 9.74 eV. Its SMILES is CN[C@H](CN)C(C)C.

2.
The following is a quantum chemistry calculation of one molecule with the formula C6H16N2, from OMol25.

Structure (XYZ):
```
24
Properties=species:S:1:pos:R:3:forces:R:3
C 0.90761 0.24861 0.09844 -1.39 -0.39 -0.09
C -0.66446 -1.81449 0.89033 0.48 0.30 0.09
C 1.46257 -0.08039 -1.27979 -0.68 -0.95 -0.37
C 1.89865 -0.16757 1.19885 -0.60 -0.40 0.16
C 0.52967 1.72393 0.25397 -0.03 -0.17 0.00
C -2.32098 0.50017 -1.19032 0.16 -0.24 -0.13
N -0.54155 -0.67694 -0.00640 0.35 0.77 0.05
N -1.72616 0.09334 0.06200 0.16 0.54 0.73
H -2.41086 -0.26153 0.71983 0.33 -0.02 -0.03
H 0.06073 -2.57878 0.60737 0.02 -0.03 0.10
H -1.67046 -2.23285 0.80456 0.17 -0.05 -0.16
H -0.50538 -1.56143 1.94904 -0.04 -0.03 0.05
H 0.80446 -0.92506 -1.61102 1.00 0.57 -0.16
H 2.50162 -0.39461 -1.25523 0.15 0.08 -0.11
H 1.33200 0.72971 -1.99290 0.07 0.08 -0.05
H 1.39821 -0.62811 2.05460 0.04 0.09 0.02
H 2.43609 0.70473 1.57474 -0.01 -0.09 -0.11
H 2.63257 -0.87712 0.82264 -0.03 -0.14 0.05
H -0.50633 1.80094 0.56310 -0.21 0.09 0.14
H 1.15045 2.23709 0.98629 0.02 -0.06 0.03
H 0.63188 2.25801 -0.68634 -0.04 0.06 -0.12
H -1.53495 0.88795 -1.83386 0.02 0.07 -0.08
H -2.84254 -0.29819 -1.73829 0.08 -0.02 0.03
H -3.02284 1.31260 -0.99163 -0.02 -0.05 -0.03
```
Forces are in eV/Å.

The frontier orbital gap comes out at 8.49 eV. Its SMILES is CNN(C)C(C)(C)C.

3.
The following is a quantum chemistry calculation of C6H16N2 as an isolated structure, from OMol25.

Structure (XYZ):
```
24
Properties=species:S:1:pos:R:3:forces:R:3
C -2.71500 -1.80963 -0.29768 -1.95 0.75 3.39
C -2.47872 -0.25551 -0.03689 -2.18 -0.08 0.28
N -1.11633 0.24032 0.38048 -2.33 2.62 -0.28
C -0.94085 0.48850 1.80379 2.25 0.05 0.33
C -0.62128 1.38480 -0.46991 1.32 -0.21 -1.66
C 0.87619 1.67485 -0.27693 1.73 -0.02 5.01
N 1.71750 0.65219 0.01476 -3.74 3.32 -4.17
C 4.39114 -0.82968 -0.75698 1.77 3.34 0.20
H -2.28681 -2.43682 0.51542 -0.31 0.59 -0.40
H -3.82631 -2.11246 -0.39987 1.61 1.15 0.54
H -2.32389 -2.11998 -1.16470 1.87 -0.90 -3.30
H -2.85105 0.36663 -0.90559 0.93 -0.86 0.65
H -3.24786 0.01510 0.79252 1.72 -0.34 -0.86
H -1.15667 -0.38865 2.36629 -0.76 -0.67 0.40
H 0.16897 0.64183 2.01027 -1.55 0.34 -0.32
H -1.57834 1.36156 2.11768 0.58 -0.73 -0.39
H -0.63344 1.03603 -1.50120 -0.91 -0.03 -0.31
H -1.18598 2.36146 -0.40953 -0.06 -1.37 0.37
H 1.13081 0.40028 -0.88527 1.66 -3.28 1.14
H 1.10152 2.69942 0.08691 0.00 -0.27 -0.37
H 5.42225 -1.20516 -1.07767 -1.13 1.11 0.73
H 3.92427 -0.25118 -1.64777 0.73 -0.91 1.75
H 4.33400 -0.21576 0.29862 0.60 -1.27 -3.02
H 3.89587 -1.69814 -0.55675 -1.86 -2.32 0.29
```
Forces are in eV/Å.

Its net charge is +1. The frontier orbital gap (alpha / beta) comes out at 10.00 / 6.04 eV. The spin multiplicity is 2.

4.
The following is a quantum chemistry calculation of C6H16N2O as an isolated structure, from OMol25.

Structure (XYZ):
```
25
Properties=species:S:1:pos:R:3:forces:R:3
C 1.39249 -0.45532 1.53055 -0.85 -0.09 -1.77
C -1.91814 -0.62108 0.81192 0.35 -0.79 1.03
C 2.50267 0.38900 0.93343 0.05 -0.20 -0.14
C -0.83105 0.13318 0.09262 -2.35 1.63 -4.05
N 0.74874 0.17285 2.62155 -0.27 -0.28 -1.07
O -0.69609 1.34793 0.26477 0.61 -0.92 0.62
H 1.70689 -1.46516 1.79250 -0.05 -0.01 -0.12
H 0.31875 1.05026 2.33680 0.12 -0.14 0.98
H 0.89781 -0.16452 3.56278 -0.37 0.47 -0.46
H -2.23332 -1.52222 0.28911 0.10 0.07 -0.21
H -2.79311 0.00663 0.98497 0.22 0.14 -0.15
H -1.55808 -0.94282 1.79152 0.04 0.10 0.11
H 2.05835 1.28567 0.49771 0.10 0.08 -0.01
H 3.22940 0.68197 1.69423 -0.12 0.03 0.07
H 3.04083 -0.16095 0.16324 -0.02 0.02 -0.20
C -0.81165 -0.32154 -1.63450 1.04 0.17 2.41
C 0.30134 0.43637 -2.32816 -0.09 -0.06 0.06
N -2.11022 -0.00222 -2.10657 0.85 -0.29 0.70
H -2.31989 0.98415 -1.97316 -0.79 -0.79 -0.76
H -2.57443 -0.75842 -2.59300 -0.51 1.17 0.10
H -0.65784 -1.40318 -1.63437 0.01 0.05 -0.21
H 0.58313 -0.58308 0.42121 1.74 -0.27 2.89
H 0.29649 0.23131 -3.40085 0.01 -0.10 0.04
H 1.27159 0.17083 -1.91409 0.15 0.02 0.01
H 0.15534 1.51039 -2.20421 0.00 0.01 0.12
```
Forces are in eV/Å.

The frontier orbital gap comes out at 8.81 eV.

5.
The following is a quantum chemistry calculation of a 2-piece molecular cluster, C6H16N2O overall, from OMol25.

Structure (XYZ):
```
25
Properties=species:S:1:pos:R:3:forces:R:3
C 1.26960 -0.23095 0.00285 -0.43 -0.43 -0.38
C -0.91476 -0.05269 0.35729 0.20 -0.08 2.19
C 1.93159 1.11644 -0.16535 -0.55 0.56 0.15
C -0.90589 0.97494 1.48729 0.23 -0.24 0.12
C -2.31884 0.03318 -0.26446 0.47 0.05 -0.76
C 0.36763 -0.39939 -2.21129 -0.89 0.94 1.81
N 1.18430 -0.96751 -1.15993 0.24 -0.75 -0.73
N 1.79651 -0.98867 1.06047 -0.66 0.27 -0.06
O -0.86269 -1.39561 0.90847 0.13 -0.09 0.05
H -1.63713 -1.55857 1.46469 -0.01 0.09 -0.11
H 0.90374 -1.92214 -0.96175 0.07 0.12 0.03
H 1.97784 -0.44990 1.89453 -0.03 0.08 -0.05
H 1.18196 -1.76805 1.28657 0.09 0.16 -0.02
H 2.57687 1.35674 0.67908 -0.02 -0.11 0.02
H 1.20437 1.92356 -0.25120 -0.04 -0.04 -0.03
H 2.53558 1.12218 -1.07043 0.06 -0.12 0.00
H -0.97218 1.98187 1.07322 -0.05 0.07 0.05
H -0.00923 0.91996 2.10540 0.20 0.01 -0.09
H -1.73786 0.83161 2.19264 -0.17 0.05 -0.16
H -2.49807 1.00596 -0.72354 -0.07 0.06 -0.01
H -3.09426 -0.13139 0.49983 0.17 0.09 0.10
H -2.46399 -0.73425 -1.02648 0.01 0.01 -0.06
H 0.15622 -1.15799 -2.96165 -0.24 0.19 0.05
H 0.87072 0.46123 -2.65304 0.00 -0.08 -0.18
H -0.54205 0.02945 -1.56322 1.29 -0.81 -1.92
```
Forces are in eV/Å.

The frontier orbital gap comes out at 8.37 eV.

6.
The following is a quantum chemistry calculation of a 2-piece molecular cluster, C6H16N2O overall, from OMol25.

Structure (XYZ):
```
25
Properties=species:S:1:pos:R:3:forces:R:3
C 0.96158 -1.45381 0.13298 -1.36 1.63 0.32
C -0.94613 0.05096 -0.39760 0.23 -1.76 2.83
C 0.74998 -2.85148 0.51993 2.83 -0.63 -2.73
C -2.80117 1.51520 0.34512 -0.63 -2.25 2.31
C -1.67208 0.52098 0.84470 1.86 4.42 -2.70
C 0.50675 -0.28076 -0.26930 0.23 -1.20 -0.42
N -1.78755 -0.92628 -1.04109 1.25 -3.15 -3.81
N 3.87504 1.64444 -0.00621 -1.01 1.19 -0.40
O 1.25562 0.83649 -0.57227 -0.01 0.83 -0.38
H 0.19846 -3.05896 1.38269 -1.22 0.15 1.37
H 1.81833 -3.30280 0.81210 -2.14 0.64 -1.04
H 0.32061 -3.34766 -0.42598 0.82 -0.01 1.61
H -2.60003 1.93582 -0.58477 0.81 1.69 -1.14
H -3.03661 2.14433 1.23472 -0.15 -0.05 -1.29
H -3.65371 0.87201 0.08822 -0.41 0.32 0.52
H -2.16726 -0.18625 1.41804 -0.22 -1.66 1.45
H -0.90147 1.18598 1.31621 -0.88 -1.05 0.50
H 2.94685 1.60167 -0.52526 1.07 -2.10 0.21
H -1.66492 -1.99831 -0.79413 0.03 2.42 -0.48
H -1.75978 -0.83932 -2.12874 0.25 -0.52 2.04
H -2.71951 -0.71999 -0.84153 -2.31 0.44 0.67
H 3.58028 1.68393 0.96895 0.33 0.81 0.19
H 4.70068 1.04823 -0.03204 -0.63 -1.08 -0.81
H 4.20105 2.49851 -0.44251 0.54 1.08 0.94
H 0.59500 1.42709 -1.00225 0.72 -0.17 0.22
```
Forces are in eV/Å.

Its net charge is +2. The frontier orbital gap (alpha / beta) comes out at 7.32 / 8.61 eV.